No. 1
Entry from OMol25: an isolated molecule of C11H17NSi at a distorted geometry (ωB97M-V with the def2-TZVPD basis set).

XYZ file:
```
30
Properties=species:S:1:pos:R:3:lowdin_charge:R:1
Si -1.061 -0.418 -1.411 0.694
H -1.023 -2.435 1.169 0.054
C 1.527 2.737 0.958 -0.220
H -2.987 1.121 -1.447 0.045
C 1.870 -1.223 2.019 -0.080
C -1.972 -2.100 -1.903 -0.191
H -1.495 2.072 -1.484 0.023
H -2.163 1.323 -2.897 -0.004
H 1.313 0.005 -1.490 0.005
H -0.038 3.483 2.125 0.049
C -1.961 1.178 -1.883 -0.174
C -0.331 -1.680 1.219 -0.069
H 2.442 0.800 1.881 0.090
H 2.763 -1.647 2.457 0.102
C 0.529 0.530 0.832 -0.315
H 2.535 2.684 0.679 0.086
H -1.455 0.156 1.007 0.095
N 0.621 1.780 0.477 0.059
C 0.783 -0.796 -2.018 -0.169
H 0.735 -3.215 2.095 0.118
H -1.647 -2.974 -2.362 -0.025
H 1.479 4.416 2.209 0.007
C 0.830 -2.168 1.713 -0.105
H -2.452 -2.475 -0.875 0.052
H -2.920 -1.815 -2.530 0.044
C -0.638 -0.286 0.533 -0.230
C 1.011 3.556 1.918 0.022
C 1.687 0.063 1.677 -0.008
H 0.955 -0.885 -3.074 0.007
H 1.061 -1.788 -1.595 0.038
```

## Properties
Strongest force on any atom = 5.70 eV Å⁻¹
Orbital gap = 8.4 eV
Structure (SMILES) = C=C/N=C1\C=CC=C[C@@H]1[Si](C)(C)C
Relative energy (zero: lowest compared OMol25 entry of this formula, charge and spin) = 41.7 kcal/mol



No. 2
Entry from OMol25: a cluster of 2 separate species, C11H17O7 in total at a distorted geometry (ωB97M-V with the def2-TZVPD basis set).

XYZ file:
```
35
Properties=species:S:1:pos:R:3:lowdin_charge:R:1
O -1.104 1.441 0.072 -0.161
H 2.472 -0.513 0.615 0.062
H 3.138 -0.333 -0.996 0.078
H -0.920 -0.319 1.152 0.136
O 3.928 -3.149 -0.364 0.150
H -0.480 3.420 2.559 0.108
H -2.665 2.909 3.204 0.080
C -0.154 1.947 1.001 -0.211
O 0.863 1.352 -1.717 0.303
C 2.988 -2.382 -0.367 -0.466
C -0.623 -2.451 -2.352 -0.327
O -0.044 -3.364 -2.871 0.230
O -1.694 -1.786 -2.936 0.174
O -2.914 0.063 -2.460 0.202
H 1.361 1.175 -2.538 0.199
O 1.749 -2.868 -0.709 0.022
H 0.626 1.214 1.190 0.108
C -1.460 0.084 0.308 -0.124
H 0.452 2.240 -1.726 0.191
C -0.397 -1.786 -1.018 -0.014
H -2.516 0.065 0.549 0.149
H 0.092 -3.234 0.352 0.163
C -2.271 2.272 2.433 -0.079
C -1.263 -0.782 -0.886 -0.061
H -2.765 2.449 1.491 0.076
H -0.320 1.790 3.126 0.107
H 0.347 2.793 0.544 0.116
C 0.597 -2.369 -0.063 -0.099
H 0.814 -1.712 0.767 0.121
H 0.164 0.663 -1.532 0.144
H -2.529 1.260 2.724 0.072
C 3.191 -0.917 -0.089 0.027
H 4.169 -0.818 0.344 0.098
C -0.749 2.399 2.343 -0.187
C -2.085 -0.750 -2.151 -0.386
```

## Properties
Strongest force on any atom = 2.46 eV Å⁻¹
Orbital gap = 8.7 eV
Relative energy (zero: lowest compared OMol25 entry of this formula, charge and spin) = 9.6 kcal/mol
Net charge = +1